(1)
{"formula": "C4H10N2O", "method": "ωB97M-V/def2-TZVPD", "spin_multiplicity": 1, "e_above_lowest_kj_mol": 631.7, "total_charge": 0, "species": ["O", "N", "N", "C", "C", "C", "C", "H", "H", "H", "H", "H", "H", "H", "H", "H", "H"], "positions_angstrom": [[0.841, 0.602, 2.221], [1.219, 1.464, -1.210], [1.341, 0.436, 0.879], [-0.136, -1.681, 0.220], [-1.045, -0.765, -0.278], [0.607, 1.243, 0.051], [-2.231, -0.597, -0.835], [1.642, 0.531, 2.753], [0.404, -2.321, -0.472], [-2.883, -1.445, -1.022], [-0.280, -2.074, 1.222], [1.922, 0.768, -1.422], [0.556, 1.536, -1.970], [-0.490, 0.458, -0.154], [-2.606, 0.381, -1.117], [0.988, -0.644, 0.609], [0.151, 2.107, 0.524]], "forces_ev_per_angstrom": [[0.12, -0.06, -0.43], [-0.03, -0.03, 0.01], [-0.16, 0.11, 0.17], [-0.03, 0.12, -0.02], [0.02, -0.27, 0.01], [-0.05, -0.31, 0.14], [0.06, 0.09, 0.03], [-0.05, 0.01, -0.05], [-0.02, 0.07, 0.01], [0.07, 0.03, 0.03], [0.00, 0.04, -0.03], [-0.05, 0.00, 0.04], [0.03, -0.03, 0.05], [0.10, 0.22, 0.00], [0.06, -0.03, 0.03], [-0.08, 0.10, 0.01], [0.00, -0.06, 0.01]], "lowdin_charge": [-0.067, 0.060, -0.105, -0.093, -0.266, -0.341, 0.008, 0.091, 0.072, 0.060, 0.076, 0.082, 0.081, 0.077, 0.053, 0.075, 0.138]}

(2)
{"formula": "C4H10N2O", "method": "ωB97M-V/def2-TZVPD", "spin_multiplicity": 1, "e_above_lowest_kj_mol": 118.2, "total_charge": 0, "smiles": "CNC(=O)[C@@H](C)N", "species": ["O", "N", "N", "C", "C", "C", "C", "H", "H", "H", "H", "H", "H", "H", "H", "H", "H"], "positions_angstrom": [[-0.414, -0.175, -1.832], [1.268, -0.837, -0.550], [-0.836, -0.141, 1.550], [0.083, -0.138, -0.716], [-1.568, 1.631, -0.101], [1.928, -1.073, 0.745], [-0.436, 0.727, 0.431], [-2.302, 1.767, 0.690], [-1.138, 2.579, -0.450], [1.412, -1.459, -1.327], [2.271, -2.090, 0.908], [0.380, 1.393, 0.742], [-1.201, -1.020, 1.215], [1.324, -0.826, 1.609], [-1.949, 1.196, -1.033], [-1.442, 0.331, 2.205], [2.782, -0.380, 0.674]], "forces_ev_per_angstrom": [[-0.53, 0.25, 0.50], [-1.68, -0.08, 1.28], [0.71, 0.22, -0.28], [1.58, -0.60, -1.05], [0.79, -0.15, -0.61], [0.99, 1.07, -0.81], [-0.63, 0.24, -0.08], [-0.16, 0.22, -0.29], [-0.21, 0.05, 0.43], [0.27, -0.12, 0.02], [0.04, -0.16, -0.46], [0.08, -0.37, 0.17], [-0.43, 0.08, 0.20], [-0.32, 0.24, -0.24], [-0.47, -0.12, 0.56], [-0.18, -0.22, -0.16], [0.15, -0.54, 0.83]], "lowdin_charge": [0.038, 0.019, 0.031, -0.455, -0.051, -0.084, -0.356, 0.070, 0.080, 0.130, 0.076, 0.139, 0.085, 0.055, 0.070, 0.072, 0.082]}

The calculation returns the following strongest force on any atom values, one per record and in order: 0.5, 2.1 eV/Å.
The calculation returns the following HOMO values, one per record and in order: -0.298, -0.348 hartree.
The calculation returns the following E_tot values, one per record and in order: -342.96087, -343.15642 Ha.